(1)
{
  "formula": "C18H13BrFeN2O2",
  "method": "ωB97M-V/def2-TZVPD",
  "symbols": ["Fe", "N", "C", "C", "C", "C", "C", "C", "C", "C", "C", "C", "C", "C", "H", "H", "H", "H", "H", "H", "H", "H", "H", "H", "Br", "C", "C", "C", "C", "C", "N", "C", "O", "O", "H", "H", "H"],
  "coordinates": [[0.36001, 0.96295, -1.57552], [1.66515, -0.20178, -0.78717], [1.44755, -1.48548, -1.41740], [2.50742, -2.12564, -2.04667], [2.29712, -3.34191, -2.66690], [1.02755, -3.90521, -2.65892], [-0.02367, -3.25505, -2.04031], [0.15814, -2.02659, -1.40198], [-0.97913, -1.32186, -0.76404], [-2.03184, -2.03171, -0.18089], [-3.11169, -1.36670, 0.37506], [-3.17864, 0.02010, 0.36106], [-2.14411, 0.75546, -0.20176], [-1.07389, 0.07142, -0.75161], [2.62828, 0.10865, -0.89658], [1.45535, -0.19775, 0.21411], [3.49460, -1.67877, -2.03366], [3.11891, -3.84738, -3.15435], [0.85315, -4.85260, -3.15011], [-1.01228, -3.69220, -2.07252], [-1.99384, -3.11286, -0.14437], [-3.90928, -1.93859, 0.82982], [-4.02962, 0.53059, 0.79162], [-2.18462, 1.83719, -0.21087], [0.97365, -0.61525, 2.65697], [0.63163, 1.25022, 2.49368], [0.38640, 2.00409, 3.63160], [0.14006, 3.35408, 3.45175], [0.13907, 3.88364, 2.16856], [0.39299, 3.02817, 1.11116], [0.64818, 1.72805, 1.27092], [0.35471, 3.57323, -0.28959], [0.23866, 4.74216, -0.51192], [0.47060, 2.68404, -1.28908], [0.39286, 1.54771, 4.61017], [-0.05400, 3.98777, 4.30650], [-0.05541, 4.92784, 1.97322]],
  "forces_ev_per_a": [[0.17, -0.02, 0.19], [0.01, 0.21, -0.06], [0.03, -0.11, -0.07], [-0.04, 0.05, 0.03], [0.03, -0.02, -0.02], [0.00, -0.04, -0.02], [-0.01, 0.03, 0.01], [0.07, -0.02, -0.08], [-0.29, 0.04, 0.15], [0.07, 0.00, -0.02], [-0.02, -0.01, 0.02], [0.00, 0.05, 0.01], [-0.04, -0.11, 0.04], [0.12, 0.00, -0.14], [0.01, -0.01, -0.03], [-0.04, -0.08, 0.10], [0.00, 0.00, 0.00], [0.00, 0.00, 0.00], [0.01, 0.00, 0.00], [-0.01, 0.01, 0.01], [0.01, 0.00, 0.00], [0.00, 0.01, 0.00], [0.00, -0.01, 0.00], [0.00, 0.00, -0.01], [-0.02, 0.00, 0.03], [0.04, 0.01, 0.01], [0.00, -0.01, -0.01], [0.00, 0.00, 0.02], [0.00, -0.03, -0.02], [-0.07, 0.01, 0.08], [-0.01, -0.04, -0.04], [0.17, 0.10, -0.13], [-0.05, -0.04, 0.04], [-0.13, 0.01, -0.09], [-0.01, 0.00, 0.00], [0.00, 0.00, 0.00], [0.00, 0.00, -0.01]],
  "nbo_charge": [1.2899, -0.8104, 0.1549, -0.2412, -0.1740, -0.1758, -0.1663, -0.1148, -0.0244, -0.1936, -0.1802, -0.1865, -0.2298, -0.1914, 0.4212, 0.4477, 0.2269, 0.2394, 0.2381, 0.2318, 0.2275, 0.2355, 0.2357, 0.2340, 0.0727, 0.1594, -0.2495, -0.1346, -0.1872, 0.0671, -0.4911, 0.7496, -0.5069, -0.7321, 0.2517, 0.2433, 0.2631],
  "gap_ev": [7.2, 7.9],
  "s2": 1.06,
  "multiplicity": 2,
  "total_charge": 1
}

***

(2)
{
  "formula": "C5H14NO",
  "method": "ωB97M-V/def2-TZVPD",
  "symbols": ["C", "C", "C", "N", "H", "H", "H", "H", "H", "H", "H", "H", "H", "C", "O", "C", "H", "H", "H", "H", "H"],
  "coordinates": [[-0.94471, 1.86995, -0.64530], [0.21616, 1.17777, -1.36083], [-0.10022, -0.29116, -1.63128], [0.59757, 1.79539, -2.64016], [-1.10038, 1.35661, 0.30147], [-0.73034, 2.92328, -0.46053], [-1.82252, 1.82840, -1.29420], [1.09918, 1.21136, -0.71731], [0.69403, -0.72197, -2.23914], [-0.18647, -0.85586, -0.69292], [-1.01842, -0.34830, -2.22421], [1.04767, 2.68882, -2.46486], [-0.23717, 2.04228, -3.16565], [-0.38949, -1.67916, 2.10731], [-0.02778, -0.70379, 1.21055], [0.79393, -2.09592, 2.98007], [-0.83039, -2.52666, 1.57176], [-1.17188, -1.31725, 2.79388], [0.48247, -2.71158, 3.82392], [1.23566, -1.18366, 3.38673], [1.60304, -2.60713, 2.45988]],
  "forces_ev_per_a": [[0.47, -0.08, -0.28], [0.10, -0.21, -0.13], [0.05, 0.11, -0.12], [-0.02, 0.46, 0.10], [-0.38, 0.09, 0.01], [0.08, 0.02, 0.07], [-0.19, -0.12, 0.21], [0.03, 0.06, -0.01], [0.07, -0.04, 0.05], [-0.20, 0.15, -0.59], [-0.09, -0.17, 0.16], [0.07, -0.06, 0.02], [-0.04, -0.21, -0.03], [0.75, 0.11, 0.89], [-0.33, -0.14, 0.38], [0.30, 0.11, 0.13], [-0.04, -0.01, -0.30], [-0.24, 0.12, -0.37], [-0.11, -0.06, -0.03], [-0.06, -0.03, 0.09], [-0.20, -0.09, -0.26]],
  "nbo_charge": [-0.6253, -0.0478, -0.6055, -0.8314, 0.2239, 0.2004, 0.1929, 0.1834, 0.2158, 0.2219, 0.1905, 0.3500, 0.3421, -0.1433, -0.2801, -0.6334, 0.2251, 0.1834, 0.2105, 0.2131, 0.2141],
  "gap_ev": [10.1, 7.4],
  "s2": 0.75,
  "multiplicity": 2
}

***

(3)
{
  "formula": "C5H7N",
  "method": "ωB97M-V/def2-TZVPD",
  "symbols": ["C", "C", "C", "C", "N", "C", "H", "H", "H", "H", "H", "H", "H"],
  "coordinates": [[-0.04872, -2.07874, 0.42862], [0.36344, 0.95121, 0.95937], [0.48793, 0.22560, -0.35511], [-0.21435, 1.52745, -0.82547], [-0.35697, 1.94668, 0.59886], [-0.40996, -0.97742, -0.22111], [0.97496, -2.22235, 0.77114], [-0.76801, -2.85176, 0.67785], [0.65922, 0.66386, 1.97039], [1.48073, -0.00381, -0.75966], [-1.15306, 1.41572, -1.37917], [0.43367, 2.23557, -1.34816], [-1.44889, -0.83201, -0.51756]],
  "forces_ev_per_a": [[-0.04, 0.05, -0.11], [-0.09, 0.21, 0.26], [0.03, -0.04, -0.01], [-0.11, 0.11, -0.33], [0.34, -0.13, 0.08], [-0.01, -0.16, 0.15], [-0.15, 0.02, -0.03], [0.12, 0.00, -0.19], [-0.05, 0.14, -0.09], [-0.19, 0.03, 0.15], [0.09, 0.02, 0.18], [-0.07, -0.17, -0.07], [0.13, -0.08, 0.01]],
  "nbo_charge": [-0.3995, 0.1121, -0.3484, -0.2333, -0.3736, -0.1674, 0.1911, 0.2055, 0.1876, 0.2261, 0.1929, 0.2022, 0.2047],
  "gap_ev": 10.7
}

***

(4)
{
  "formula": "H41O21",
  "method": "ωB97M-V/def2-TZVPD",
  "symbols": ["O", "H", "H", "O", "H", "H", "O", "H", "H", "O", "H", "H", "O", "H", "H", "O", "H", "H", "O", "H", "H", "O", "H", "H", "O", "H", "H", "O", "H", "H", "O", "H", "H", "O", "H", "H", "O", "H", "H", "O", "H", "H", "O", "H", "H", "O", "H", "O", "H", "H", "O", "H", "H", "O", "H", "H", "O", "H", "H", "O", "H", "H"],
  "coordinates": [[3.12210, 2.88058, -2.12568], [2.46499, 2.37940, -2.62252], [2.66825, 3.06189, -1.28845], [-0.32758, -2.51523, 4.54357], [2.43730, 4.49627, 0.00391], [-0.31316, -2.60750, 3.57811], [-2.08969, -0.16678, -2.77828], [-1.22387, -2.71523, 0.83328], [-2.59987, -0.80902, -3.28646], [-1.48958, -3.51726, 1.33078], [-4.26957, -1.73416, 0.72416], [-0.31654, 2.60047, 0.24602], [-1.39841, 1.36185, 2.32140], [-2.30703, 1.22478, 2.60669], [-1.18076, 0.09918, 1.20266], [0.29081, 3.27607, 2.68057], [3.97139, -1.71434, 1.03432], [-0.51480, 3.39822, 2.14933], [3.92700, -1.87748, 1.98672], [-1.64787, -0.77667, -2.16696], [0.07697, -1.61274, 4.54084], [3.29757, 0.36936, -3.37516], [-2.33333, -3.10301, 1.54022], [0.28356, 2.42912, 3.09751], [-1.91888, 3.73997, 1.28063], [3.78149, 0.96955, -2.79185], [-5.13205, -1.99738, -0.54088], [-1.06973, -0.89959, 1.29377], [3.72828, -2.78355, 2.22236], [0.24402, 1.34005, 0.31259], [-0.70253, -2.11267, -1.08980], [-2.02912, 2.76928, -1.99421], [-0.13754, -1.34702, -1.32161], [-3.05550, -4.11297, -1.25081], [-3.59038, -3.65217, -0.59684], [-2.17209, -4.36928, -0.98329], [-4.24342, -1.79137, -0.23610], [-2.03418, 2.75026, 1.22139], [-2.39325, 3.93139, 2.09815], [1.38086, -0.23449, -1.91026], [1.25071, 0.52236, -1.33803], [1.30747, -0.06531, -2.85408], [0.05991, 0.06047, 3.81892], [3.72082, -0.55169, -0.85823], [-0.54789, 0.79626, 3.29245], [-2.72917, 3.25050, -2.45245], [-0.63429, -0.87569, 2.15912], [-0.04157, 1.93136, -0.38951], [0.32048, 0.69795, 4.49754], [-2.66258, 4.13319, -2.08338], [1.48847, -4.16440, -0.80068], [-0.75461, 1.51539, -3.54088], [0.81195, -3.49567, -0.63256], [0.11673, 1.70090, -3.18124], [2.60331, -1.30714, -0.37235], [0.16762, 1.94794, -2.26146], [3.49616, -1.48165, -0.70926], [3.16213, -0.35993, -2.75721], [2.30928, -3.69939, -0.60443], [2.29688, 3.85931, 0.70934], [1.98710, 4.38205, 1.45799], [-1.24797, -1.68808, -0.39062]],
  "forces_ev_per_a": [[-0.24, 0.05, 0.44], [-0.14, 0.06, -0.38], [0.22, -0.18, -0.04], [0.70, 0.83, -0.64], [0.08, 0.28, 0.04], [-0.35, -0.78, 0.15], [-0.13, -0.38, -0.16], [1.02, -0.99, 0.40], [-0.16, 0.26, -0.11], [-0.37, 0.93, -0.47], [-0.22, 0.14, -0.01], [-0.10, 1.04, -0.38], [-0.75, 0.62, -0.39], [0.06, -0.29, 0.14], [-0.45, -0.88, 0.51], [1.27, 1.77, -0.03], [-0.07, -0.79, 0.00], [0.12, -0.40, 0.49], [0.24, 0.75, 0.80], [0.02, 0.11, 0.00], [-0.59, -0.53, 0.50], [1.04, -0.09, -0.02], [-0.49, -0.72, 0.76], [-0.36, -0.58, -0.04], [-0.74, -0.45, -0.62], [0.08, 0.45, -0.40], [-0.08, 0.10, 0.15], [0.23, 1.16, -0.41], [-0.06, -0.12, -0.55], [0.31, -0.88, -0.03], [-0.30, 1.11, 0.02], [-0.13, -0.20, -0.06], [0.55, -0.55, -0.11], [-0.77, -0.63, -1.33], [1.00, 0.03, 0.24], [-0.15, 0.43, 0.81], [0.13, -0.04, 0.09], [0.27, 0.62, 0.41], [0.05, 0.14, -0.05], [-0.37, -1.93, 1.48], [-0.25, 0.54, -0.81], [-0.43, 1.11, 0.24], [-0.18, 2.21, 0.09], [0.59, -0.19, -0.16], [-0.24, -1.71, -0.43], [0.11, -0.04, 0.06], [-0.03, -0.40, 0.02], [0.01, -0.07, 0.59], [0.51, -0.67, 0.43], [-0.05, 0.18, 0.05], [0.24, 0.14, 0.16], [-0.27, -0.01, 0.85], [-0.33, -0.02, -0.15], [1.22, 0.36, -1.56], [-0.24, -0.64, -0.26], [-1.11, 0.02, 0.40], [-0.14, 0.78, 0.38], [-0.15, -0.34, -0.38], [0.06, -0.14, -0.12], [0.23, 0.14, -0.35], [-0.28, -0.38, 0.16], [0.35, -0.34, -0.45]],
  "nbo_charge": [-0.9687, 0.4892, 0.4807, -0.9725, 0.4568, 0.4634, -0.9690, 0.4807, 0.4703, -0.9456, 0.4746, 0.5050, -1.2292, 0.4491, 0.5158, -1.0079, 0.4892, 0.4892, -0.9868, 0.4823, 0.4923, -0.9620, 0.4490, 0.4750, -0.9777, 0.4749, 0.4756, -1.0509, 0.4733, 0.4904, -0.9839, 0.4769, 0.4919, -0.9893, 0.4822, 0.4963, -0.9383, 0.5134, 0.4795, -1.0106, 0.4883, 0.5347, -1.0681, 0.4713, 0.4961, -0.9403, 0.5084, -0.9853, 0.4596, 0.4631, -0.9555, 0.5110, 0.4891, -1.0108, 0.4904, 0.4907, -0.9378, 0.4796, 0.4610, -0.9546, 0.4990, 0.4857],
  "gap_ev": 9.4,
  "total_charge": -1
}

***

Here are the calculated energy numbers, same order: -130374.455; -8947.208; -6786.133; -43665.052 (eV).
Here are the calculated largest force on an atom numbers, same order: 0.334; 1.167; 0.375; 2.458 (eV/A).